Entry 1:
The following is a quantum chemistry calculation of a 7-piece molecular cluster, C24H60ClN6O18P2 overall, from OMol25.

The geometry in ORCA input format:
```
! RIJCOSX wB97M-V def2-TZVPD def2/J DEFGRID3
* xyz -1 1
Cl -2.0481 -0.1310 -0.1837
O -1.8851 -1.5408 -0.5063
O -0.7984 0.5802 -0.1061
O -2.8427 0.4273 -1.2484
O -2.7611 0.0252 1.0506
O 3.0616 5.4319 -0.9285
P 1.7697 5.5799 -0.2205
N 1.8824 5.5606 1.4681
C 2.5010 6.7282 2.1118
C 2.2378 4.2605 2.0534
N 0.7917 4.2311 -0.5168
C -0.6396 4.2373 -0.1755
C 1.1092 3.4704 -1.7089
N 0.8954 6.9556 -0.6718
C 0.7627 7.2539 -2.0975
C 0.0158 7.6687 0.2415
H 2.2515 6.6334 3.1701
H 2.1435 7.6798 1.7247
H 3.5898 6.6971 2.0056
H 2.9150 4.4072 2.9000
H 2.6503 3.5897 1.3085
H 1.3528 3.8964 2.5856
H -0.5804 4.7310 0.7981
H -1.2015 4.9182 -0.8252
H -1.0411 3.2298 -0.1274
H 0.4011 3.6584 -2.5334
H 2.1058 3.6102 -2.1149
H 0.9501 2.4048 -1.4974
H 0.9491 8.3092 -2.2968
H 1.4643 6.5782 -2.5848
H -0.2581 7.0215 -2.4183
H -0.4074 7.0195 1.0000
H -0.8815 7.9267 -0.3370
H 0.3671 8.6262 0.6331
O 0.3351 -4.4332 0.3259
P 1.6533 -3.9690 0.7714
N 2.1427 -4.7485 2.2029
C 1.5063 -5.9913 2.5883
C 3.3583 -4.4077 2.9176
N 1.9320 -2.3703 1.1522
C 2.1610 -1.3460 0.1249
C 1.1097 -1.8467 2.2326
N 2.8773 -4.2758 -0.3728
C 2.5373 -5.1213 -1.5161
C 4.2628 -3.8818 -0.2844
H 1.1815 -5.8615 3.6261
H 2.1156 -6.8921 2.4581
H 0.6051 -6.1773 2.0040
H 3.6478 -3.4156 2.5882
H 4.1364 -5.1547 2.7179
H 3.2102 -4.4116 4.0028
H 2.6163 -0.4799 0.6036
H 2.8561 -1.7739 -0.5973
H 1.2428 -1.0602 -0.3899
H 1.1387 -2.4466 3.1421
H 1.3774 -0.8187 2.5018
H 0.0556 -1.6927 1.9637
H 1.8003 -5.8507 -1.1699
H 2.0094 -4.5480 -2.2813
H 3.3898 -5.6331 -1.9630
H 4.4011 -3.2949 0.6204
H 4.6009 -3.3113 -1.1568
H 4.9641 -4.7222 -0.1894
C 0.1377 -0.6990 -3.3695
O 0.1792 -1.6980 -4.3536
C 0.3477 -2.9808 -4.0465
O 0.2145 -3.4710 -2.9580
O 0.6799 -3.6079 -5.1842
C 1.2344 -4.9040 -5.0687
H 0.8621 -0.8468 -2.5719
H -0.8033 -0.3922 -2.8976
H 0.3271 0.2704 -3.8454
H 0.5045 -5.7095 -5.0179
H 1.9716 -4.9313 -4.2687
H 1.8027 -5.0644 -5.9886
C -4.3628 -2.1232 2.8944
O -4.2106 -3.3956 3.5047
C -3.6152 -4.3737 2.8322
O -3.3147 -4.3789 1.6832
O -3.5169 -5.4028 3.6785
C -2.7479 -6.5093 3.2942
H -3.7718 -1.4204 3.4890
H -5.3620 -1.7406 3.1289
H -4.1726 -2.0484 1.8295
H -3.2193 -7.4585 3.5390
H -1.7694 -6.5052 3.7862
H -2.5107 -6.4705 2.2278
C -2.3793 -1.9147 -6.7208
O -2.5058 -2.7403 -5.5911
C -3.2707 -2.5223 -4.5298
O -3.2248 -3.2131 -3.5520
O -4.0605 -1.4614 -4.6600
C -4.5953 -0.7850 -3.5266
H -1.6067 -2.2626 -7.4079
H -1.9409 -0.9577 -6.4212
H -3.3218 -1.8192 -7.2545
H -4.0492 0.1527 -3.3840
H -4.4952 -1.3028 -2.5763
H -5.5958 -0.5043 -3.8564
C -1.3601 2.1004 3.7272
O -1.4460 3.3740 3.1035
C -1.0680 4.4483 3.7645
O -0.4590 4.4694 4.7995
O -1.5281 5.4948 3.0964
C -1.0630 6.7679 3.4895
H -0.3601 1.8708 4.1020
H -1.7532 1.3426 3.0589
H -1.9380 2.1574 4.6565
H -0.1542 7.0919 2.9880
H -0.9120 6.8496 4.5657
H -1.8442 7.4850 3.2370
*
```

The value obtained for the gap between HOMO and LUMO is 8.2 eV. The value obtained for the highest occupied orbital energy is -5.916 eV. The value obtained for the relative energy (zero: lowest compared OMol25 entry of this formula, charge and spin) is 19.7 kcal per mole.

***

Entry 2:
The following is a quantum chemistry calculation of C26H32ClO4Ru as an isolated structure, from OMol25.

The geometry in ORCA input format:
```
! RIJCOSX wB97M-V def2-TZVPD def2/J DEFGRID3
* xyz 1 5
O -0.0356 -0.4401 -5.4433
C -0.1601 0.9196 -5.9935
C -0.3315 0.4525 -7.4396
H 0.7722 1.4804 -5.8086
H -1.0407 1.4634 -5.6184
C -0.1710 -0.9574 -6.8025
H 0.4748 0.7727 -8.0927
H -1.3157 0.6927 -7.8542
C 1.1204 -1.6810 -7.1298
H 1.9907 -1.0246 -6.9813
H 1.0967 -2.0884 -8.1505
H 1.2389 -2.5108 -6.4263
C -1.3864 -1.8491 -6.9233
H -2.2938 -1.3160 -6.6059
H -1.2530 -2.7259 -6.2805
H -1.5084 -2.1926 -7.9524
Ru -0.6862 -1.0177 2.3553
C -2.5746 -1.2596 3.2427
C -2.3684 0.1580 3.3813
C -2.2092 0.7193 2.0759
H -2.3447 0.6859 4.3258
C -2.3531 -0.3291 1.1107
C -2.5876 -1.5584 1.8320
H -2.7905 -2.5167 1.3749
H -2.7327 -1.9556 4.0565
H -1.9882 1.7579 1.8635
H -2.3406 -0.2135 0.0340
C 0.6343 -2.3903 3.5163
C -0.2708 -3.0080 2.5884
C 0.0990 -2.5732 1.2467
H -1.0416 -3.7333 2.8366
C 1.2526 -1.7260 1.3723
C 1.5790 -1.6053 2.7590
H 2.4084 -1.0464 3.1773
H 0.6209 -2.5371 4.5914
H -0.3434 -2.9161 0.3145
H 1.7894 -1.2721 0.5464
O 0.5272 0.1070 -0.8885
C -0.2479 -0.6247 -1.8577
C -0.7386 0.3610 -2.9079
H -1.0874 -1.1558 -1.3741
H 0.4074 -1.3747 -2.3296
C 0.1451 1.6037 -2.6954
H -1.7947 0.5900 -2.7173
H -0.6488 -0.0969 -3.8909
C 0.3494 1.5099 -1.1870
H -0.3254 2.5338 -3.0187
H 1.1183 1.4799 -3.2103
H -0.5483 1.8887 -0.6676
H 1.2191 2.0439 -0.7969
Cl 3.3437 4.2407 8.7037
C 2.5162 3.2707 7.5669
C 1.7221 2.1959 8.0109
C 1.0626 1.3965 7.0713
C 1.1885 1.6636 5.7020
C 1.9628 2.7333 5.2638
C 2.6258 3.5431 6.1932
C 0.4801 0.7604 4.7233
O -0.2115 -0.1794 5.2120
O 0.6265 0.9780 3.4733
H 1.6286 1.9953 9.0702
H 0.4498 0.5571 7.3872
H 2.0491 2.9331 4.1961
H 3.2308 4.3874 5.8693
*
```

The value obtained for the gap between HOMO and LUMO (spin up / spin down) is 6.2 / 4.8 eV. The value obtained for the highest occupied orbital energy (spin up / spin down) is -9.823 / -11.192 eV. The value obtained for the relative energy (zero: lowest compared OMol25 entry of this formula, charge and spin) is 0.0 kcal per mole.

***

Entry 3:
The following is a quantum chemistry calculation of C30H22CoFN6O7 as an isolated structure, from OMol25.

The geometry in ORCA input format:
```
! RIJCOSX wB97M-V def2-TZVPD def2/J DEFGRID3
* xyz 0 5
Co -0.2105 -1.2067 0.7627
C -0.8889 -0.7176 5.1695
C -1.0435 -1.0716 3.7103
N -0.2212 -0.6289 2.8565
N 0.7648 0.2445 3.2570
C 1.5149 0.4411 2.2037
O 1.3343 -0.0641 1.0307
C 2.5814 1.4627 2.3755
C 3.4044 1.8057 1.2996
C 4.4132 2.7628 1.4197
C 4.6722 3.3628 2.6532
C 3.8032 3.0790 3.7063
C 2.8505 2.0899 3.6058
C -2.1325 -1.8924 3.1691
C -3.1020 -2.4686 4.0154
C -4.1289 -3.1495 3.4335
C -4.1672 -3.2926 2.0304
C -3.1198 -2.7420 1.2861
N -2.1367 -2.0557 1.8646
H -0.0299 -0.0723 5.2893
H -0.8370 -1.6580 5.7296
H -1.7360 -0.2141 5.6420
H 3.2508 1.2946 0.3331
H 5.1104 2.9009 0.6005
H 5.5217 4.0188 2.7381
H 3.9517 3.5658 4.6717
H 2.2638 1.8863 4.4871
H -3.0649 -2.2313 5.0712
H -4.9515 -3.6045 3.9727
H -4.9584 -3.8033 1.4827
H -3.0876 -2.8647 0.1996
O 0.9718 -4.9532 0.1225
C 0.7624 -3.7701 0.1205
O 0.1833 -3.1039 1.0622
C 1.0751 -2.9545 -1.1401
C 1.5513 -3.5924 -2.3170
C 1.8373 -2.8079 -3.3895
C 1.7018 -1.4018 -3.2851
C 1.9680 -0.5271 -4.3530
C 1.8841 0.8250 -4.2284
C 1.4595 1.3788 -3.0204
C 1.1417 0.5726 -1.9750
C 1.2305 -0.8571 -2.0932
N 0.9511 -1.6625 -1.0631
H 1.6513 -4.6633 -2.2646
H 2.1215 -3.2185 -4.3626
H 2.2275 -0.9609 -5.3291
H 2.1037 1.4809 -5.0595
H 1.2940 2.4632 -2.9621
H 0.8026 0.9511 -1.0241
F -0.6082 4.7417 -1.8578
C -1.1628 3.7246 -2.4787
C -1.6523 2.6821 -1.8075
N -2.2597 1.6536 -2.4688
C -2.9191 0.5195 -1.7511
C -1.9430 -0.1753 -0.8039
O -1.4534 0.4836 0.1444
O -1.6587 -1.3788 -0.9793
C -2.2647 1.6123 -3.8801
O -2.8409 0.8071 -4.5498
N -1.5932 2.6287 -4.5194
C -1.1584 3.7874 -3.9407
O -0.8256 4.7279 -4.6090
H -1.5117 2.5124 -0.7324
H -3.1890 -0.1815 -2.5668
H -3.8147 0.8732 -1.1990
H -1.6843 2.6058 -5.5054
*
```

The value obtained for the gap between HOMO and LUMO (spin up / spin down) is 8.1 / 6.7 eV. The value obtained for the highest occupied orbital energy (spin up / spin down) is -8.774 / -8.730 eV. The value obtained for the relative energy (zero: lowest compared OMol25 entry of this formula, charge and spin) is 0.0 kcal per mole.

***

Entry 4:
The following is a quantum chemistry calculation of a 3-piece molecular cluster, C2H9NOS2 overall, from OMol25.

The geometry in ORCA input format:
```
! RIJCOSX wB97M-V def2-TZVPD def2/J DEFGRID3
* xyz 0 1
N -0.8159 0.5080 -0.2772
C -0.2562 0.6614 1.0465
C -0.8282 1.9279 1.7037
S -0.0082 2.3646 3.2508
S 0.1582 -1.4596 -2.1060
H -1.7531 0.1261 -0.3466
H -0.2574 0.1858 -1.0448
H 0.8267 0.7499 0.9732
H -0.4638 -0.2307 1.6435
H -1.8872 1.7345 1.8584
H -0.6756 2.7312 0.9887
H 1.2267 2.0568 2.8369
H 1.6867 -3.7297 -4.3004
H 1.3769 -3.4839 -2.7931
O 1.6705 -4.1425 -3.4336
*
```

The value obtained for the gap between HOMO and LUMO is 5.9 eV. The value obtained for the highest occupied orbital energy is -9.531 eV. The value obtained for the relative energy (zero: lowest compared OMol25 entry of this formula, charge and spin) is 93.3 kcal per mole.

***

Entry 5:
The following is a quantum chemistry calculation of a 2-piece molecular cluster, C2H7OS overall, from OMol25.

The geometry in ORCA input format:
```
! RIJCOSX wB97M-V def2-TZVPD def2/J DEFGRID3
* xyz -1 1
C -0.9080 -1.6834 0.0499
S -1.3770 0.0584 -0.0491
H 0.1594 -1.7856 -0.1322
H -1.4491 -2.2716 -0.6839
H -1.1163 -2.0827 1.0440
H -0.0977 0.5911 0.3089
C 1.9558 0.7346 -0.5093
O 1.2938 0.9527 0.6544
H 1.3446 0.9427 -1.4260
H 2.3021 -0.3176 -0.6408
H 2.8714 1.3593 -0.6178
*
```

The value obtained for the gap between HOMO and LUMO is 7.0 eV. The value obtained for the highest occupied orbital energy is -3.057 eV. The value obtained for the relative energy (zero: lowest compared OMol25 entry of this formula, charge and spin) is 32.0 kcal per mole.